No. 1
268
Properties=species:S:1:pos:R:3 method="wB97M-V/def2-TZVPD" homo_ha=-0.3013 relative_energy_kcal_mol=0.0 orbital_gap_ev=8.63 total_energy_ha=-5310.1124
C 2.48 3.64 0.58
C 1.84 4.06 -0.77
O 1.06 3.16 -1.55
O 3.41 2.61 0.44
H 1.73 3.35 1.26
H 2.92 4.57 0.90
H 2.72 4.33 -1.41
H 1.22 4.95 -0.55
H 0.18 3.08 -1.13
H 2.81 1.84 0.26
C -0.93 1.45 -3.84
C -0.74 0.19 -4.56
O 0.16 0.44 -5.62
O -1.55 2.46 -4.69
H 0.08 1.81 -3.55
H -1.57 1.27 -2.97
H -1.71 -0.23 -4.89
H -0.33 -0.56 -3.90
H 0.67 -0.42 -5.72
H -1.02 2.59 -5.55
C -0.94 0.61 -0.47
C 0.48 0.24 -0.63
O 1.35 0.63 0.45
O -1.18 2.06 -0.36
H -1.38 0.17 0.44
H -1.51 0.11 -1.28
H 0.94 0.73 -1.49
H 0.53 -0.82 -0.77
H 1.15 0.24 1.28
H -2.11 2.20 -0.63
C -4.28 4.15 2.46
C -5.06 5.18 3.25
O -5.39 6.22 2.33
O -5.10 3.61 1.42
H -3.92 3.39 3.11
H -3.41 4.59 1.97
H -4.46 5.59 4.09
H -6.00 4.74 3.62
H -4.52 6.53 2.03
H -5.51 4.39 1.01
C -2.28 1.59 6.69
C -2.77 2.21 5.38
O -2.62 3.61 5.39
O -0.89 1.84 6.95
H -2.39 0.49 6.79
H -2.80 2.13 7.49
H -3.82 1.96 5.34
H -2.27 1.83 4.53
H -1.87 3.89 4.84
H -0.74 2.77 6.75
C 2.59 -2.27 -6.16
C 3.60 -1.42 -6.95
O 4.72 -1.08 -6.11
O 1.94 -1.58 -5.15
H 3.14 -3.15 -5.80
H 1.86 -2.61 -6.92
H 3.10 -0.47 -7.25
H 3.94 -2.04 -7.84
H 4.52 -0.25 -5.61
H 2.48 -1.43 -4.33
C 3.82 0.55 -2.61
C 3.49 1.65 -3.60
O 3.50 1.20 -4.96
O 2.75 -0.48 -2.68
H 3.87 0.84 -1.60
H 4.76 0.09 -2.87
H 4.20 2.50 -3.56
H 2.50 1.98 -3.37
H 2.80 0.55 -5.09
H 3.08 -1.09 -1.99
C 5.18 9.38 -7.07
O 3.84 9.12 -7.41
C 2.96 9.78 -6.53
C 1.54 9.14 -6.83
N 1.54 7.62 -6.61
C 0.29 6.94 -6.38
C 0.56 5.51 -5.79
O -0.63 4.92 -5.37
C -1.07 5.27 -4.07
H 5.76 8.92 -7.92
H 5.46 8.82 -6.15
H 5.35 10.45 -6.96
H 3.04 10.88 -6.72
H 3.24 9.70 -5.47
H 1.08 9.39 -7.81
H 0.81 9.50 -6.11
H 2.13 7.18 -7.30
H -0.33 6.83 -7.28
H -0.29 7.51 -5.65
H 1.27 5.64 -4.92
H 0.93 4.86 -6.58
H -0.27 5.26 -3.35
H -1.82 4.52 -3.77
H -1.57 6.26 -4.09
C 6.06 -2.40 5.50
O 5.38 -2.32 4.27
C 4.48 -3.38 4.07
C 5.10 -4.70 3.70
N 6.05 -4.48 2.59
C 6.81 -5.63 2.06
C 8.18 -5.86 2.76
O 9.11 -4.83 2.39
C 10.28 -5.01 3.17
H 7.11 -2.65 5.36
H 5.62 -3.23 6.13
H 5.93 -1.49 6.12
H 3.80 -3.05 3.28
H 3.82 -3.46 4.98
H 4.33 -5.40 3.32
H 5.50 -5.22 4.63
H 6.62 -3.73 2.96
H 6.96 -5.54 1.01
H 6.18 -6.44 2.24
H 8.59 -6.79 2.32
H 8.11 -5.89 3.85
H 10.03 -5.04 4.23
H 10.91 -4.10 2.94
H 10.82 -5.92 2.98
C -0.32 -3.49 -2.36
O -1.34 -2.56 -1.92
C -2.64 -2.63 -2.54
C -3.60 -1.68 -1.88
N -4.97 -2.14 -2.05
C -5.88 -1.35 -1.23
C -7.25 -2.04 -1.16
O -7.04 -3.35 -0.62
C -8.24 -4.08 -0.44
H 0.51 -3.33 -1.75
H -0.05 -3.20 -3.37
H -0.64 -4.51 -2.49
H -3.10 -3.61 -2.37
H -2.54 -2.45 -3.61
H -3.53 -0.67 -2.27
H -3.36 -1.59 -0.78
H -5.08 -3.15 -1.72
H -5.89 -0.40 -1.80
H -5.50 -1.16 -0.18
H -7.66 -2.08 -2.20
H -7.96 -1.55 -0.48
H -8.83 -4.04 -1.38
H -8.86 -3.61 0.30
H -8.04 -5.12 -0.17
C -4.47 -5.90 -1.28
O -4.08 -4.88 -0.43
C -4.59 -4.98 0.90
C -4.22 -3.62 1.57
N -2.77 -3.34 1.64
C -1.99 -4.49 2.23
C -0.57 -3.99 2.46
O 0.11 -3.80 1.14
C 1.45 -3.38 1.37
H -3.92 -6.80 -1.04
H -4.14 -5.68 -2.28
H -5.54 -6.10 -1.33
H -4.19 -5.88 1.35
H -5.70 -5.09 0.88
H -4.73 -3.64 2.56
H -4.67 -2.93 0.88
H -2.38 -3.27 0.67
H -1.94 -5.37 1.58
H -2.28 -4.84 3.17
H 0.04 -4.70 3.09
H -0.64 -3.07 2.98
H 1.95 -3.35 0.44
H 1.94 -4.10 2.01
H 1.43 -2.42 1.87
C 1.73 -6.75 -1.90
O 0.84 -7.73 -1.29
C -0.07 -7.10 -0.45
C -1.03 -8.06 0.18
N -1.74 -8.80 -0.89
C -2.31 -10.12 -0.74
C -1.23 -11.15 -0.90
O -0.74 -11.02 -2.26
C 0.46 -11.71 -2.43
H 1.14 -5.98 -2.42
H 2.43 -7.27 -2.61
H 2.32 -6.20 -1.18
H -0.67 -6.36 -1.08
H 0.50 -6.54 0.32
H -1.67 -7.42 0.71
H -0.60 -8.74 0.92
H -1.01 -8.97 -1.56
H -2.99 -10.30 -1.55
H -2.83 -10.27 0.17
H -1.56 -12.20 -0.83
H -0.38 -10.99 -0.15
H 0.80 -11.62 -3.44
H 0.27 -12.78 -2.30
H 1.34 -11.47 -1.76
C 1.12 8.59 9.17
O 1.14 7.20 8.96
C -0.18 6.71 8.65
C -0.01 5.20 8.36
N -0.14 4.76 6.96
C 0.98 5.27 6.16
C 1.03 4.53 4.85
O -0.20 4.76 4.20
C -0.32 4.12 2.93
H 0.44 8.91 9.99
H 0.81 9.14 8.29
H 2.14 8.95 9.38
H -0.55 7.22 7.78
H -0.83 6.92 9.49
H -0.72 4.62 8.92
H 0.99 4.94 8.76
H -1.05 5.08 6.60
H 1.83 5.10 6.75
H 0.99 6.38 5.86
H 1.16 3.45 4.93
H 1.80 4.96 4.20
H -1.40 4.21 2.80
H 0.02 3.07 3.04
H 0.25 4.55 2.15
C 4.29 2.22 4.44
O 3.45 1.58 3.52
H 3.89 3.22 4.82
H 4.22 1.64 5.37
H 5.34 2.30 4.12
H 3.54 1.90 2.59
C -5.46 7.59 -2.38
O -5.28 6.19 -2.16
H -5.24 8.08 -1.46
H -4.60 7.88 -3.09
H -6.41 7.93 -2.80
H -5.69 5.69 -2.86
C -3.76 0.00 2.34
O -2.82 -0.82 3.05
H -3.71 1.01 2.77
H -3.52 0.23 1.27
H -4.81 -0.37 2.33
H -2.77 -1.67 2.49
C -5.17 -1.82 -5.39
O -5.67 -2.90 -4.60
H -4.40 -2.14 -6.10
H -5.97 -1.35 -5.90
H -4.82 -0.96 -4.79
H -5.36 -2.81 -3.69
C -4.27 2.78 -2.00
O -3.98 2.30 -0.73
H -3.38 2.51 -2.60
H -5.24 2.41 -2.31
H -4.32 3.86 -1.88
H -4.65 2.66 -0.14
C 0.48 -0.45 4.34
O -0.06 -0.22 3.07
H 0.27 0.35 5.06
H 0.11 -1.39 4.77
H 1.55 -0.53 4.24
H -1.04 -0.29 3.06
C 4.52 -3.25 -2.59
O 3.66 -3.08 -1.47
H 4.12 -2.62 -3.40
H 5.55 -2.82 -2.44
H 4.50 -4.30 -2.92
H 4.18 -3.07 -0.62
C 4.46 -1.45 1.10
O 5.10 -2.65 0.65
H 3.40 -1.35 0.72
H 4.51 -1.27 2.21
H 4.95 -0.64 0.57
H 5.45 -3.24 1.40
C -2.34 5.47 -0.36
O -3.38 6.40 -0.25
H -1.37 5.91 -0.04
H -2.48 4.59 0.31
H -2.27 5.09 -1.39
H -4.07 6.20 -0.94


No. 2
15
Properties=species:S:1:pos:R:3 method="wB97M-V/def2-TZVPD" homo_ha="-0.6669 / -0.6663" relative_energy_kcal_mol=47.7 charge=+2 orbital_gap_ev="7.37 / 7.36" total_energy_ha=-1728.1417 multiplicity=3
O 4.82 -1.26 3.16
C 3.88 -1.36 2.52
Tm -0.03 0.63 0.09
C -1.90 0.11 -1.33
O -2.76 -0.37 -1.94
C -0.26 -2.70 -1.47
O -0.33 -3.54 -0.65
C -1.73 -0.79 1.04
O -2.65 -1.44 1.31
C 0.17 -1.31 -1.65
O 0.72 -0.99 -2.71
H 0.60 1.13 1.68
O 0.05 2.93 -0.40
H 0.60 3.49 0.15
H -0.60 3.51 -0.84